Molecular formula: C46H41N2O2PPdS
Method: DFT, ωB97M-V/def2-TZVPD

```
94
Properties=species:S:1:pos:R:3
Pd -0.086 0.801 -1.458
O 1.896 2.136 -3.466
C 1.609 1.307 -2.600
C 2.775 0.392 -2.152
C 4.096 0.814 -2.269
C 5.141 0.020 -1.821
C 4.863 -1.236 -1.284
C 3.546 -1.673 -1.180
C 2.486 -0.856 -1.575
P 0.655 -1.260 -1.449
C 0.831 -2.801 -0.405
C 0.306 -4.052 -0.737
C 0.312 -5.103 0.173
C 0.854 -4.939 1.442
C 1.368 -3.693 1.795
C 1.330 -2.643 0.895
C 0.424 -2.120 -3.066
C -0.803 -2.007 -3.716
C -1.025 -2.629 -4.937
C -0.016 -3.371 -5.537
C 1.215 -3.483 -4.907
C 1.431 -2.863 -3.683
H 4.270 1.786 -2.719
H 6.167 0.370 -1.892
H 5.670 -1.875 -0.940
H 3.344 -2.655 -0.770
H -0.131 -4.203 -1.718
H -0.110 -6.060 -0.116
H 0.866 -5.762 2.148
H 1.779 -3.532 2.786
H 1.704 -1.671 1.194
H -1.580 -1.415 -3.255
H -1.988 -2.528 -5.424
H -0.186 -3.850 -6.495
H 2.016 -4.048 -5.372
H 2.397 -2.947 -3.201
C 1.177 6.496 0.711
C 1.830 5.456 -0.199
C 2.674 4.442 0.534
C 3.998 4.742 0.843
C 4.833 3.804 1.427
C 4.344 2.530 1.684
C 3.031 2.191 1.394
C 2.509 0.804 1.630
C 1.780 0.662 2.965
C 2.174 3.167 0.849
N 0.886 2.792 0.480
C -0.164 3.278 1.017
C -1.489 2.983 0.539
C -2.686 3.563 0.993
C -3.698 3.036 0.181
C -3.049 2.171 -0.716
N -1.725 2.126 -0.499
H 0.634 7.242 0.126
H 1.930 7.014 1.312
H 0.469 6.030 1.399
H 2.474 5.972 -0.918
H 1.069 4.935 -0.781
H 4.382 5.725 0.585
H 5.868 4.046 1.642
H 4.999 1.765 2.090
H 3.341 0.095 1.573
H 1.814 0.563 0.818
H 2.440 0.881 3.809
H 1.381 -0.349 3.092
H 0.933 1.349 3.009
H -0.104 3.973 1.869
H -2.783 4.288 1.791
H -4.756 3.259 0.214
H -3.494 1.572 -1.500
O -2.649 -2.773 -0.939
S -2.908 -1.389 -0.450
C -4.667 -1.457 0.059
C -5.327 -0.339 0.552
C -6.672 -0.432 0.878
C -7.357 -1.630 0.706
C -6.690 -2.737 0.201
C -5.343 -2.650 -0.130
C -2.312 -1.299 1.247
C -2.308 -0.077 1.910
C -1.949 -0.053 3.247
C -1.572 -1.225 3.896
C -1.538 -2.425 3.203
C -1.913 -2.470 1.865
H -4.800 0.601 0.672
H -7.185 0.440 1.265
H -8.408 -1.696 0.960
H -7.219 -3.672 0.059
H -4.793 -3.494 -0.530
H -2.565 0.839 1.392
H -1.936 0.894 3.774
H -1.272 -1.193 4.937
H -1.199 -3.331 3.690
H -1.865 -3.386 1.285
```

Properties
HOMO level ... 0.76 eV
Net charge ... -2
Gap between HOMO and LUMO ... 3.5 eV
2S+1 ... 1

Molecular formula: C46H42AsN3O5PRh
Method: DFT, ωB97M-V/def2-TZVPD

```
99
Properties=species:S:1:pos:R:3
Rh -2.186 -0.005 0.422
C -1.514 5.430 0.400
C -2.330 4.894 1.568
C -3.530 4.173 0.986
C -3.336 3.041 0.304
N -2.044 2.479 0.144
C -0.702 4.485 -0.055
C -4.338 2.207 -0.368
C -5.555 2.674 -0.841
C -6.372 1.811 -1.554
C -5.961 0.505 -1.774
C -4.753 0.095 -1.244
N -3.967 0.929 -0.560
H -1.636 6.425 -0.006
H -2.615 5.643 2.303
H -4.528 4.568 1.121
H -0.049 4.532 -0.915
H -5.846 3.700 -0.673
H -7.321 2.159 -1.940
H -6.564 -0.187 -2.344
H -4.398 -0.923 -1.345
C -5.437 -2.697 2.328
C -4.230 -1.819 2.173
N -3.592 -1.467 3.294
O -3.856 -1.439 1.050
H -6.264 -2.110 2.730
H -5.237 -3.518 3.015
H -5.730 -3.092 1.360
H -3.898 -1.786 4.197
H -2.733 -0.948 3.227
O -0.960 -1.750 1.319
C -0.987 -2.326 0.193
O -1.468 -1.718 -0.812
C -0.478 -3.706 0.020
C -0.140 -4.148 -1.256
C 0.254 -5.461 -1.482
C 0.259 -6.304 -0.392
O 0.558 -7.618 -0.349
C 0.316 -8.057 0.988
O -0.005 -6.903 1.760
C -0.081 -5.862 0.891
C -0.436 -4.562 1.131
H -0.198 -3.451 -2.082
H 0.527 -5.824 -2.462
H 1.205 -8.544 1.388
H -0.524 -8.757 0.996
H -0.682 -4.205 2.122
C 1.659 -0.111 0.209
C 1.883 -1.329 -0.682
As 3.820 -1.725 -0.989
C 4.349 -0.009 -1.785
C 4.427 0.044 -3.174
C 4.820 1.209 -3.816
C 5.137 2.338 -3.073
C 5.054 2.299 -1.688
C 4.668 1.130 -1.045
C 4.475 -1.532 0.834
C 3.709 -1.952 1.919
C 4.186 -1.802 3.213
C 5.440 -1.248 3.431
C 6.230 -0.875 2.353
C 5.758 -1.034 1.058
P 0.050 0.750 -0.029
C 0.237 2.275 0.900
C 1.168 2.555 1.829
C 1.014 3.713 2.697
C -0.181 4.291 2.850
C -1.385 3.798 2.098
C -0.925 3.210 0.762
C 0.056 1.279 -1.775
C 0.949 2.259 -2.206
C 0.945 2.652 -3.533
C 0.073 2.065 -4.440
C -0.818 1.090 -4.016
C -0.836 0.704 -2.684
H 2.385 0.677 -0.008
H 1.725 -0.382 1.264
H 1.449 -1.180 -1.673
H 1.429 -2.220 -0.252
H 4.209 -0.845 -3.755
H 4.899 1.229 -4.895
H 5.467 3.242 -3.568
H 5.313 3.173 -1.102
H 4.647 1.106 0.038
H 2.740 -2.412 1.753
H 3.588 -2.134 4.052
H 5.814 -1.138 4.440
H 7.221 -0.473 2.519
H 6.390 -0.777 0.217
H 2.034 1.921 1.980
H 1.868 4.034 3.278
H -0.329 5.096 3.560
H -1.922 3.068 2.719
H -1.850 2.322 -0.848
H 1.637 2.720 -1.505
H 1.630 3.420 -3.864
H 0.086 2.374 -5.477
H -1.500 0.628 -4.717
H -1.527 -0.057 -2.351
```

Properties
HOMO level (spin up / spin down) ... -12.21 / -12.21 eV
Net charge ... +2
Gap between HOMO and LUMO (spin up / spin down) ... 5.3 / 4.8 eV
2S+1 ... 1

Max |F| for the records above, in order: 0.275 1.922 eV/Å
Energy relative to the best compared isomer or geometry (same formula, charge and spin) for the records above, in order: 3.5 97.0 kcal per mole
DFT total energy for the records above, in order: -79046.2768 -136212.2703 eV